(1)
This record from the Open Molecules 2025 dataset describes the ion C3H2NO3 with charge -1. The level of theory is the ωB97M-V functional and the def2-TZVPD basis.

Each atom is followed by the atoms it is bonded to, with distances in Å.
CARTESIAN COORDINATES (ANGSTROEM)
1 C 0.2206 0.9473 -0.4389  N4 1.436, O7 1.414, H8 1.024
2 C 0.8677 -0.9758 -1.8433  N4 1.218, O6 1.174
3 C -0.4970 0.1239 1.7276  O5 1.209, O7 1.331, H9 1.058
4 N 0.3815 -0.4092 -0.8812  C1 1.436, C2 1.218
5 O -0.6612 0.4180 2.8886  C3 1.209
6 O 1.1867 -1.7020 -2.7081  C2 1.174
7 O -0.2912 1.1185 0.8681  C1 1.414, C3 1.331
8 H -0.4946 1.3498 -1.0518  C1 1.024
9 H -0.7125 -0.8705 1.4390  C3 1.058

**Multiplicity**: 1
**Strongest force on any atom**: 0.0813 hartree/bohr
**LUMO**: 3.85 eV
**E_HOMO**: -0.0583 Ha
**Energy relative to the best compared isomer or geometry (same formula, charge and spin)**: 309.33 kJ/mol
**E_tot**: -395.9579 hartree
**Gap between HOMO and LUMO**: 0.1996 hartree
**Net charge**: -1

---

(2)
This record from the Open Molecules 2025 dataset describes an isolated molecule of C5H10O. The level of theory is the ωB97M-V functional and the def2-TZVPD basis.

Each atom is followed by the atoms it is bonded to, with distances in Å.
CARTESIAN COORDINATES (ANGSTROEM)
1 C 2.3947 -0.3046 -0.1843  C2 1.531, H7 1.095, H8 1.094, H9 1.097
2 C 1.2252 0.6337 -0.4946  C1 1.531, C3 1.523, H10 1.096, H11 1.096
3 C 0.0312 0.3686 0.4132  C2 1.523, O4 1.214, C5 1.520
4 O 0.0595 0.6637 1.5906  C3 1.214
5 C -1.1631 -0.3311 -0.2158  C3 1.520, C6 1.522, H12 1.101, H13 1.096
6 C -2.4791 -0.0915 0.5112  C5 1.522, H14 1.095, H15 1.094, H16 1.092
7 H 3.2231 -0.1119 -0.8732  C1 1.095
8 H 2.7466 -0.1587 0.8413  C1 1.094
9 H 2.0980 -1.3539 -0.3009  C1 1.097
10 H 0.9269 0.5302 -1.5444  C2 1.096
11 H 1.5318 1.6730 -0.3308  C2 1.096
12 H -0.9144 -1.4038 -0.2223  C5 1.101
13 H -1.2359 -0.0380 -1.2689  C5 1.096
14 H -2.7825 0.9568 0.4259  C6 1.095
15 H -3.2732 -0.7077 0.0786  C6 1.094
16 H -2.3889 -0.3249 1.5742  C6 1.092

**Multiplicity**: 1
**Strongest force on any atom**: 0.0104 hartree/bohr
**LUMO**: 1.03 eV
**E_HOMO**: -0.3493 Ha
**Energy relative to the best compared isomer or geometry (same formula, charge and spin)**: 9.44 kJ/mol
**E_tot**: -271.7490 hartree
**Gap between HOMO and LUMO**: 0.3871 hartree